one | {"formula": "C4H6O", "method": "ωB97M-V/def2-TZVPD", "orbital_gap_ev": 10.08, "lumo_energy_ha": 0.019, "symbols": ["C", "C", "C", "C", "O", "H", "H", "H", "H", "H", "H"], "xyz": [[-1.266, -0.609, -0.742], [-2.033, -0.501, 0.485], [-2.041, 0.577, -0.619], [1.764, -0.119, 0.038], [-3.145, 0.387, 0.246], [1.563, 0.283, -1.026], [-1.667, -0.522, 1.505], [-1.822, 1.624, -0.773], [1.390, 0.741, 0.552], [2.814, -0.284, 0.413], [1.033, -0.664, 0.562]]}

two | {"formula": "C4H6O", "method": "ωB97M-V/def2-TZVPD", "orbital_gap_ev": [8.34, 7.13], "lumo_energy_ha": [0.001, -0.018], "symbols": ["C", "C", "C", "C", "O", "H", "H", "H", "H", "H", "H"], "xyz": [[1.462, 0.452, -0.040], [1.784, -0.805, -0.144], [-0.282, 1.001, 0.173], [-1.445, 0.370, -0.348], [-1.891, -0.814, 0.086], [1.171, -1.702, -0.171], [2.845, -1.002, -0.221], [-0.193, 0.907, 1.252], [-0.174, 2.021, -0.168], [-1.878, 0.651, -1.296], [-1.398, -1.080, 0.875]]}

three | {"formula": "C4H6O", "method": "ωB97M-V/def2-TZVPD", "orbital_gap_ev": 11.03, "smiles": "C#CCOC", "lumo_energy_ha": 0.037, "symbols": ["C", "C", "C", "C", "H", "H", "H", "H", "H", "H", "O"], "xyz": [[0.922, -1.637, 0.051], [-0.419, 0.174, -0.336], [-0.598, 1.592, 0.039], [-0.780, 2.733, 0.357], [0.045, -2.216, 0.504], [1.770, -1.923, 0.674], [1.112, -1.901, -1.008], [-1.279, -0.399, 0.064], [-0.361, 0.121, -1.435], [-1.180, 3.664, 0.775], [0.768, -0.206, 0.316]]}

four | {"formula": "C4H6O", "method": "ωB97M-V/def2-TZVPD", "orbital_gap_ev": 10.95, "smiles": "C#CCOC", "lumo_energy_ha": 0.033, "symbols": ["C", "C", "C", "C", "H", "H", "H", "H", "H", "H", "O"], "xyz": [[-1.263, 0.212, 1.367], [0.036, -0.384, -0.397], [1.290, 0.027, -1.151], [2.286, 0.151, -1.851], [-2.106, -0.492, 1.018], [-1.753, 1.176, 1.779], [-0.444, -0.330, 2.197], [-0.751, -0.654, -1.173], [0.243, -1.160, 0.431], [2.901, 0.693, -2.519], [-0.440, 0.761, 0.298]]}

Going by the energies, three is most stable and the next is 20.6 kcal/mol up.

one | {"formula": "C4H6O", "method": "ωB97M-V/def2-TZVPD", "orbital_gap_ev": 8.91, "smiles": "C=C/C=C/O", "lumo_energy_ha": 0.027, "symbols": ["C", "C", "C", "C", "O", "H", "H", "H", "H", "H", "H"], "xyz": [[1.971, -0.079, -0.687], [0.625, 0.011, -0.701], [-0.298, 0.484, 0.313], [-1.613, 0.178, 0.189], [-2.345, -0.038, 1.333], [2.414, -0.928, -1.162], [2.648, 0.452, -0.023], [0.037, -0.048, -1.631], [0.141, 0.433, 1.368], [-1.917, 0.008, -0.858], [-1.663, -0.471, 1.859]]}

two | {"formula": "C4H6O", "method": "ωB97M-V/def2-TZVPD", "orbital_gap_ev": 9.92, "smiles": "C1=COCC1", "lumo_energy_ha": 0.039, "symbols": ["C", "C", "C", "C", "H", "H", "H", "H", "H", "H", "O"], "xyz": [[0.077, 0.664, 0.942], [0.400, -0.873, 0.422], [-0.248, -0.676, -0.977], [-0.371, 0.623, -1.180], [0.885, 1.150, 1.706], [-1.054, 0.471, 1.510], [-0.142, -1.524, 1.163], [1.440, -1.097, 0.339], [-0.399, -1.490, -1.701], [-0.632, 1.250, -2.025], [0.044, 1.503, -0.199]]}

Going by the energies, two is most stable and the next is 18.2 kcal/mol up.

one | {"formula": "C4H6O", "method": "ωB97M-V/def2-TZVPD", "orbital_gap_ev": 9.97, "lumo_energy_ha": 0.024, "symbols": ["C", "C", "C", "C", "O", "H", "H", "H", "H", "H", "H"], "xyz": [[1.365, -0.017, 0.634], [0.301, 0.011, -0.090], [-0.690, 0.421, 1.003], [-0.155, -0.320, -1.432], [0.341, 0.688, 2.069], [2.378, -0.087, 0.726], [-1.371, 1.258, 0.856], [-1.282, -0.409, 1.331], [0.441, -0.114, -2.267], [-1.184, 0.033, -1.442], [-0.144, -1.465, -1.389]]}

two | {"formula": "C4H6O", "method": "ωB97M-V/def2-TZVPD", "orbital_gap_ev": 10.92, "smiles": "C#CCCO", "lumo_energy_ha": 0.036, "symbols": ["O", "C", "C", "C", "C", "H", "H", "H", "H", "H", "H"], "xyz": [[-0.590, -1.079, 0.986], [-1.015, -0.433, -0.281], [-0.331, 0.883, -0.487], [1.018, 0.772, 0.013], [1.893, 0.131, 0.529], [0.261, -1.549, 0.906], [-0.857, -1.189, -1.039], [-2.072, -0.300, -0.081], [-0.302, 1.154, -1.537], [-0.845, 1.671, 0.059], [2.835, -0.068, 0.931]]}

three | {"formula": "C4H6O", "method": "ωB97M-V/def2-TZVPD", "orbital_gap_ev": 7.32, "smiles": "C=CC(=C)O", "lumo_energy_ha": -0.022, "symbols": ["C", "C", "O", "C", "C", "H", "H", "H", "H", "H", "H"], "xyz": [[1.407, -1.022, 0.391], [0.320, -0.366, -0.123], [-0.442, -1.186, -0.998], [-0.154, 0.894, 0.271], [-1.325, 1.516, -0.162], [1.975, -1.723, -0.187], [1.369, -1.080, 1.488], [-0.230, -2.013, -0.652], [0.644, 1.365, 0.757], [-1.918, 2.103, 0.442], [-1.645, 1.513, -1.226]]}

Going by the energies, two is most stable and the next is 28.2 kcal/mol up.